No. 1
C5H16N2O | wB97M-V/def2-TZVPD

Output
**E_HOMO**: -0.316 hartree
**Structure (SMILES)**: C[C@H](N)CN(C)C.O
**Total charge**: 0
**Lowest unoccupied orbital energy**: 0.90 eV
**Max |F|**: 5.0 eV/A

Cartesian coordinates (Å):
C -0.145 0.285 2.160
C 0.921 0.407 1.079
N 1.149 1.849 0.845
C 0.797 -0.282 -0.340
N -0.556 -0.851 -0.362
C -0.573 -2.253 0.033
C -1.223 -0.849 -1.676
H 0.129 0.915 3.023
H -1.104 0.546 1.761
H -0.156 -0.753 2.570
H 1.904 0.076 1.431
H 0.293 2.351 0.658
H 1.681 2.321 1.556
H 1.033 0.419 -1.158
H 1.528 -1.074 -0.412
H -0.012 -2.429 0.951
H -0.080 -2.895 -0.731
H -1.575 -2.688 0.169
H -1.683 -1.715 -2.102
H -1.849 0.069 -1.691
H -0.649 -0.414 -2.589
O 0.064 2.474 -2.100
H -0.619 1.941 -1.686
H 0.724 2.550 -1.389

Mulliken atomic charge list, values in e, 2 entries: -1.3393 0.3731


No. 2
C5H16N2O | wB97M-V/def2-TZVPD

Output
**E_HOMO**: -0.638 hartree
**Total charge**: +2
**Lowest unoccupied orbital energy**: -6.49 eV
**Max |F|**: 7.6 eV/A

Cartesian coordinates (Å):
C 0.996 -1.249 3.022
C 1.230 -0.338 1.755
C 0.206 0.555 1.132
C -0.062 0.193 -0.376
C -1.014 0.872 -1.046
N -1.476 0.865 -2.531
N 2.494 0.497 2.194
H 0.569 -2.262 2.780
H 1.852 -1.539 3.708
H 0.224 -0.707 3.573
H 1.494 -1.147 0.993
H 0.331 1.566 1.323
H -0.796 0.610 1.664
H 0.484 -0.458 -0.832
H -1.683 1.746 -0.584
H -0.664 0.866 -3.015
H -2.068 1.661 -2.781
H -2.155 0.043 -2.563
H 3.277 -0.222 2.356
H 2.262 0.927 3.079
H 2.642 1.306 1.531
H -2.914 -0.617 -5.516
H -2.607 -2.052 -5.059
O -2.621 -1.116 -4.806

Mulliken atomic charge list, values in e, 2 entries: -1.3605 0.3090


No. 3
C5H16N2O3 | wB97M-V/def2-TZVPD

Output
**E_HOMO (spin up / spin down)**: -0.278 / -0.345 hartree
**Total charge**: 0
**Lowest unoccupied orbital energy (spin up / spin down)**: -2.19 / 0.65 eV
**Max |F|**: 2.5 eV/A

Cartesian coordinates (Å):
C -1.521 0.574 0.616
C -2.243 1.729 1.305
C -2.434 -0.643 0.498
N -0.343 0.197 1.413
O 0.483 1.366 1.539
O 0.409 -0.812 0.909
H 1.092 1.129 2.251
H 1.151 -0.079 -0.461
H -1.186 0.900 -0.383
H -1.963 -1.474 -0.023
H -1.603 2.605 1.377
H -2.538 1.436 2.313
H -3.135 1.994 0.739
H -2.724 -0.989 1.490
H -3.338 -0.367 -0.044
C 1.913 0.243 -1.332
C 3.199 -0.517 -1.064
N 0.359 -1.551 -1.955
O 0.506 -2.334 -0.936
H 0.271 -1.738 0.002
H -0.546 -1.055 -1.843
H 1.977 1.296 -1.046
H 1.645 0.243 -2.384
H 3.064 -1.582 -1.248
H 4.003 -0.162 -1.712
H 3.503 -0.408 -0.021

Mulliken atomic charge list, values in e, 2 entries: 0.8553 -1.5020


No. 4
C5H16N3 | wB97M-V/def2-TZVPD

Output
**E_HOMO**: -0.449 hartree
**Structure (SMILES)**: C[C@@H]([NH3+])CNCCN
**Total charge**: +1
**Lowest unoccupied orbital energy**: -3.28 eV
**Max |F|**: 4.5 eV/A

Cartesian coordinates (Å):
C 0.560 1.850 -1.223
C -0.219 2.022 0.096
N -1.686 1.997 -0.277
C -0.066 0.669 0.847
N -1.038 -0.457 0.493
C -0.365 -1.596 -0.178
C 0.687 -2.302 0.755
N 2.037 -2.454 0.177
H 0.243 0.895 -1.719
H 1.731 1.831 -1.120
H 0.431 2.769 -1.929
H 0.184 2.742 0.911
H -2.395 2.570 0.340
H -2.092 0.959 -0.296
H -1.845 2.266 -1.208
H 0.948 0.321 0.608
H 0.208 0.513 1.964
H -1.616 -0.876 1.261
H 0.020 -1.211 -1.170
H -1.270 -2.248 -0.425
H 0.379 -3.241 1.233
H 0.826 -1.572 1.586
H 2.084 -1.991 -0.723
H 2.254 -3.455 -0.004

Mulliken atomic charge list, values in e, 2 entries: -1.3450 0.2239


No. 5
C5H16N3 | wB97M-V/def2-TZVPD

Output
**E_HOMO**: -0.513 hartree
**Total charge**: +1
**Lowest unoccupied orbital energy**: -6.38 eV
**Max |F|**: 5.1 eV/A

Cartesian coordinates (Å):
C 1.638 1.231 -1.690
C 1.328 0.540 -0.342
C 2.160 -0.735 -0.147
C 1.531 -1.632 0.911
H 2.717 1.279 -1.877
H 1.134 2.207 -1.705
H 1.131 0.720 -2.519
H 0.274 0.203 -0.387
H 1.415 1.250 0.470
H 3.161 -0.350 0.078
H 2.322 -1.337 -1.041
H 1.243 -1.007 1.753
H 2.141 -2.468 1.255
H 0.569 -2.093 0.644
N -1.491 1.479 0.924
C -1.885 0.277 0.281
N -3.158 0.447 -0.239
N -1.731 -1.402 0.238
H -2.163 1.579 1.685
H -0.608 1.163 1.313
H -3.891 0.120 0.379
H -3.197 1.445 -0.393
H -2.369 -1.585 1.028
H -2.271 -1.329 -0.620

Mulliken atomic charge list, values in e, 2 entries: -1.4364 0.4749


No. 6
C5H16N6O | wB97M-V/def2-TZVPD

Output
**E_HOMO**: -0.341 hartree
**Structure (SMILES)**: N=C(NN)NN.CCNCC=O
**Total charge**: 0
**Lowest unoccupied orbital energy**: 0.56 eV
**Max |F|**: 2.9 eV/A

Cartesian coordinates (Å):
N -0.509 -1.636 -1.099
C -1.261 -2.307 -0.302
N -1.834 -1.863 0.879
N -3.183 -2.246 1.162
N -1.618 -3.605 -0.658
N -1.471 -4.645 0.286
H -0.443 -0.664 -0.794
H -1.722 -0.864 0.966
H -3.127 -3.005 1.827
H -3.558 -2.665 0.299
H -1.144 -3.835 -1.532
H -0.751 -4.445 0.984
H -2.356 -4.791 0.763
C 2.234 0.930 1.449
C 2.185 2.324 0.815
N 1.212 2.286 -0.327
C 0.946 3.572 -1.044
C 0.899 3.354 -2.592
O 1.197 4.118 -3.509
H 2.960 0.803 2.250
H 1.247 0.674 1.851
H 2.456 0.196 0.667
H 1.901 3.100 1.550
H 3.173 2.635 0.410
H 0.346 1.931 0.065
H -0.041 4.012 -0.742
H 1.744 4.295 -0.866
H 0.519 2.338 -2.757

Mulliken atomic charge list, values in e, 2 entries: -0.7086 0.4206


No. 7
C5H16NO | wB97M-V/def2-TZVPD

Output
**E_HOMO (spin up / spin down)**: -0.121 / -0.410 hartree
**Total charge**: 0
**Lowest unoccupied orbital energy (spin up / spin down)**: 0.71 / 0.47 eV
**Max |F|**: 4.1 eV/A
**2S+1**: 2

Cartesian coordinates (Å):
C 0.322 -1.823 0.249
C 0.433 -0.429 0.897
C 0.796 0.799 -0.015
C 1.839 0.537 -1.192
C 1.158 1.971 0.888
N -0.908 -1.671 -0.705
H 1.169 -2.269 -0.363
H 0.072 -2.588 1.040
H -0.612 -0.344 1.207
H 0.927 -0.539 1.832
H -0.199 1.029 -0.460
H 2.253 1.801 -1.382
H 2.828 -0.111 -1.034
H 1.253 0.272 -2.082
H 0.459 2.260 1.602
H 1.316 2.890 0.321
H 2.160 1.807 1.249
H -1.172 -2.583 -0.930
H -0.652 -1.282 -1.611
H -1.880 -1.387 -0.159
H -3.470 1.053 -0.450
H -2.870 1.067 0.865
O -2.815 0.537 0.041

Mulliken atomic charge list, values in e, 2 entries: -1.0145 -0.9531


No. 8
C5H16NO | wB97M-V/def2-TZVPD

Output
**E_HOMO**: -0.534 hartree
**Total charge**: +1
**Lowest unoccupied orbital energy**: -3.25 eV
**Max |F|**: 5.1 eV/A

Cartesian coordinates (Å):
C -0.290 -1.628 -1.279
C -0.055 -0.151 -1.013
C -1.044 0.568 0.184
C -2.503 0.176 -0.151
C -0.527 0.269 1.621
N 1.329 0.197 -0.641
H -1.431 -1.783 -1.469
H 0.043 -2.244 -0.446
H 0.361 -1.961 -2.235
H -0.463 0.616 -1.807
H -0.900 1.685 0.087
H -3.181 1.110 -0.256
H -3.026 -0.278 0.765
H -2.714 -0.591 -0.962
H -1.206 0.745 2.324
H 0.430 0.813 1.819
H -0.582 -0.827 1.937
H 1.469 0.248 0.488
H 1.492 1.153 -1.120
H 1.999 -0.314 -1.085
H 4.136 0.195 0.770
H 3.388 1.292 1.593
O 3.274 0.711 0.879

Mulliken atomic charge list, values in e, 2 entries: -1.0218 -0.3116


No. 9
C5H16NO | wB97M-V/def2-TZVPD

Output
**E_HOMO**: -0.546 hartree
**Total charge**: +1
**Lowest unoccupied orbital energy**: -3.42 eV
**Max |F|**: 2.9 eV/A

Cartesian coordinates (Å):
C 0.435 1.977 0.430
C 0.147 0.504 0.600
C -1.187 0.109 -0.056
C -1.263 -1.407 -0.398
C 0.037 -2.236 -0.720
N -0.219 0.217 2.174
H 1.448 2.284 0.670
H 0.278 2.334 -0.588
H -0.239 2.472 1.121
H 1.045 -0.066 0.424
H -1.192 0.609 -1.035
H -2.096 0.508 0.407
H -1.835 -1.537 -1.327
H -1.824 -1.923 0.429
H -0.137 -3.269 -0.451
H 0.930 -1.851 -0.258
H 0.152 -2.311 -1.777
H 0.554 0.063 2.837
H -0.697 0.958 2.706
H -0.834 -0.593 2.264
H 2.796 1.148 -2.077
H 1.831 0.697 -3.056
O 1.870 1.314 -2.318

Mulliken atomic charge list, values in e, 2 entries: -1.4452 0.6114


No. 10
C5H16NO | wB97M-V/def2-TZVPD

Output
**E_HOMO**: -0.543 hartree
**Total charge**: +1
**Lowest unoccupied orbital energy**: -3.20 eV
**Max |F|**: 2.0 eV/A

Cartesian coordinates (Å):
C 0.774 -0.033 0.348
C 0.221 -1.307 -0.299
C -1.120 -1.116 -1.072
C -1.085 0.125 -1.997
C 0.105 0.233 -2.940
N -0.214 0.492 1.354
H 0.866 0.829 -0.307
H 1.748 -0.310 0.747
H 0.946 -1.746 -0.981
H 0.063 -2.031 0.513
H -1.252 -2.004 -1.689
H -1.969 -1.168 -0.392
H -2.034 0.115 -2.537
H -1.116 1.015 -1.366
H 0.824 1.033 -2.735
H -0.241 0.364 -3.970
H 0.744 -0.644 -3.037
H 0.125 0.965 2.233
H -0.974 1.076 0.997
H -0.746 -0.314 1.696
H 0.875 1.052 4.557
H 2.013 0.998 3.619
O 1.076 1.235 3.638

Mulliken atomic charge list, values in e, 2 entries: -0.7439 -0.6687


No. 11
C5H16NO | wB97M-V/def2-TZVPD

Output
**E_HOMO (spin up / spin down)**: -0.699 / -0.699 hartree
**Total charge**: +2
**Lowest unoccupied orbital energy (spin up / spin down)**: -6.98 / -14.17 eV
**Max |F|**: 2.0 eV/A
**2S+1**: 2

Cartesian coordinates (Å):
C -0.923 0.474 0.383
C 0.244 -0.049 -0.516
C 0.123 0.862 -1.807
C 0.244 -1.475 -1.013
C 1.585 -2.034 -1.535
N -0.902 -0.086 1.779
H -0.942 1.557 0.493
H -1.843 0.120 -0.088
H 1.244 0.123 -0.069
H -0.085 1.900 -1.557
H -0.553 0.468 -2.578
H 1.130 0.748 -2.223
H -0.504 -1.637 -1.789
H 0.102 -2.111 -0.101
H 2.205 -2.508 -0.765
H 2.118 -1.178 -2.019
H 1.405 -2.746 -2.326
H -0.003 0.033 2.263
H -1.096 -1.090 1.849
H -1.634 0.370 2.331
H -0.107 3.139 2.653
H -1.170 2.734 3.680
O -0.636 2.388 2.956

Mulliken atomic charge list, values in e, 2 entries: -1.0637 0.3941


No. 12
C5H16NO2 | wB97M-V/def2-TZVPD

Output
**E_HOMO**: -0.495 hartree
**Total charge**: +1
**Lowest unoccupied orbital energy**: -4.36 eV
**Max |F|**: 2.8 eV/A

Cartesian coordinates (Å):
C -2.455 1.183 0.694
C -1.527 2.380 0.369
C -0.567 2.067 -0.844
C 0.568 1.135 -0.454
C 1.770 0.353 1.503
N 0.707 0.876 1.051
H -3.015 1.388 1.596
H -3.247 1.105 -0.048
H -1.892 0.261 0.904
H -2.139 3.277 0.196
H -0.901 2.738 1.184
H -1.157 1.762 -1.713
H -0.230 3.086 -1.052
H 0.367 0.151 -0.904
H 1.564 1.501 -0.699
H 1.862 0.166 2.555
H 2.557 0.032 0.817
H -0.055 1.113 1.669
H -0.031 -2.451 1.289
H 1.437 -2.314 1.166
O 0.646 -1.760 1.249
H 1.212 -5.804 -3.843
H 2.716 -6.040 -3.478
O 1.808 -6.204 -3.208

Mulliken atomic charge list, values in e, 2 entries: -1.0604 -0.8490


What did the sixth record say?
C5H16N6O | wB97M-V/def2-TZVPD

Output
**E_HOMO**: -0.341 hartree
**Structure (SMILES)**: N=C(NN)NN.CCNCC=O
**Total charge**: 0
**Lowest unoccupied orbital energy**: 0.56 eV
**Max |F|**: 2.9 eV/A

Cartesian coordinates (Å):
N -0.509 -1.636 -1.099
C -1.261 -2.307 -0.302
N -1.834 -1.863 0.879
N -3.183 -2.246 1.162
N -1.618 -3.605 -0.658
N -1.471 -4.645 0.286
H -0.443 -0.664 -0.794
H -1.722 -0.864 0.966
H -3.127 -3.005 1.827
H -3.558 -2.665 0.299
H -1.144 -3.835 -1.532
H -0.751 -4.445 0.984
H -2.356 -4.791 0.763
C 2.234 0.930 1.449
C 2.185 2.324 0.815
N 1.212 2.286 -0.327
C 0.946 3.572 -1.044
C 0.899 3.354 -2.592
O 1.197 4.118 -3.509
H 2.960 0.803 2.250
H 1.247 0.674 1.851
H 2.456 0.196 0.667
H 1.901 3.100 1.550
H 3.173 2.635 0.410
H 0.346 1.931 0.065
H -0.041 4.012 -0.742
H 1.744 4.295 -0.866
H 0.519 2.338 -2.757

Mulliken atomic charge list, values in e, 2 entries: -0.7086 0.4206


- Which formula does entry 9 have?
  C5H16NO